1.
This record from the Open Molecules 2025 dataset describes a molecular structure, C18H24ClO9Si2Yb. The level of theory is ωB97M-V with the def2-TZVPD basis set.

Structure (XYZ):
```
55
Properties=species:S:1:pos:R:3:forces:R:3
Yb 0.667 -0.762 0.698 0.71 -1.28 -0.37
O -0.413 -4.097 -1.991 -0.07 0.01 0.05
C 0.159 -3.099 -1.564 -0.16 -0.02 0.20
O -0.214 -2.374 -0.572 -0.08 0.30 0.03
C 1.413 -2.621 -2.301 0.14 0.01 0.06
C 1.340 -1.119 -2.601 0.13 0.05 0.02
C 2.342 -0.753 -3.698 0.02 -0.03 -0.03
C 3.682 -0.834 -2.926 0.00 -0.01 0.00
C 3.211 -1.233 -1.525 -0.08 -0.01 -0.06
O 1.951 -0.523 -1.432 -0.13 -0.08 -0.11
C 2.764 -2.700 -1.495 -0.10 0.08 -0.06
C 2.638 -3.216 -0.055 -0.12 0.08 0.13
O 3.042 -4.345 0.191 0.03 -0.07 0.08
O 2.132 -2.387 0.789 0.30 -0.15 -0.09
H 1.467 -3.207 -3.216 0.08 0.00 -0.04
H 0.340 -0.719 -2.726 -0.04 0.02 0.05
H 2.153 0.254 -4.070 0.01 0.02 0.01
H 2.282 -1.449 -4.535 0.01 0.01 -0.01
H 4.178 0.136 -2.891 0.01 -0.01 -0.01
H 4.379 -1.566 -3.337 -0.01 0.00 -0.01
H 3.860 -0.938 -0.710 -0.04 0.05 0.06
H 3.479 -3.351 -1.995 -0.01 0.00 -0.08
C -0.062 1.932 2.948 0.19 0.02 0.00
Si -1.003 0.261 2.746 -0.47 0.62 -0.16
C -1.518 -0.001 4.564 -0.03 -0.29 0.14
C -2.588 1.032 1.945 -0.14 -0.02 0.09
C -3.736 1.292 2.709 0.02 0.05 -0.07
C -4.826 1.988 2.198 0.05 -0.01 -0.02
C -4.788 2.449 0.889 0.06 -0.03 0.00
C -3.672 2.170 0.107 0.01 -0.02 0.07
C -2.571 1.456 0.595 -0.06 0.03 -0.02
Si -1.185 0.887 -0.644 -0.80 0.27 -0.01
C -0.862 2.432 -1.726 0.24 0.16 -0.01
C -2.332 -0.126 -1.813 0.05 -0.12 -0.08
H -0.710 2.671 3.432 -0.03 -0.02 0.01
H 0.248 2.342 1.982 -0.02 0.02 0.03
H 0.844 1.809 3.551 -0.04 0.03 -0.01
H -1.818 0.955 5.005 -0.02 -0.02 0.04
H -0.674 -0.394 5.140 -0.01 0.04 -0.01
H -2.346 -0.711 4.675 0.04 0.02 0.00
H -3.781 0.954 3.740 0.01 0.01 -0.01
H -5.695 2.175 2.822 0.00 0.00 -0.01
H -5.621 3.009 0.477 -0.02 -0.01 -0.01
H -3.669 2.504 -0.928 -0.01 0.00 0.02
H -1.780 2.967 -1.990 0.00 -0.02 -0.02
H -0.374 2.123 -2.659 -0.01 0.02 0.03
H -0.186 3.134 -1.225 -0.05 0.00 -0.04
H -3.031 0.519 -2.361 0.00 0.00 0.03
H -2.912 -0.835 -1.216 0.02 0.01 -0.03
H -1.773 -0.724 -2.542 -0.06 0.04 -0.01
O 3.586 1.653 2.690 -0.16 -0.16 -0.11
Cl 3.141 0.527 1.925 0.33 0.21 0.27
O 2.264 0.988 0.823 0.29 -0.15 0.17
O 4.265 -0.176 1.375 -0.12 0.19 0.13
O 2.313 -0.360 2.727 0.14 0.17 -0.20
```
Forces are in eV/Å.

Output
- 2S+1 = 2
- HOMO (alpha / beta) (eV) = -1.330 / -1.348
- energy relative to the best compared isomer or geometry (same formula, charge and spin) (kJ/mol) = 5.47
- lowest unoccupied orbital energy (alpha / beta) (eV) = 4.7 / 4.7
- total charge = -2
- <S²> = 0.7510

***

2.
This record from the Open Molecules 2025 dataset describes 2 unconnected molecules or ions with the total composition C4H9O3P. The level of theory is ωB97M-V with the def2-TZVPD basis set.

Structure (XYZ):
```
17
Properties=species:S:1:pos:R:3:forces:R:3
C -0.639 -1.787 -0.905 0.24 0.39 -1.52
C -1.380 -0.572 -0.470 0.55 -0.09 -1.45
C 0.749 1.597 0.844 -1.04 -0.01 4.79
C 1.297 1.180 -0.419 -1.55 -2.86 -0.70
O 0.827 -1.740 1.289 -2.74 2.72 4.13
O -1.505 0.501 -1.332 -0.15 -1.12 0.61
O -1.757 -0.587 0.659 -1.02 1.25 1.93
P 1.130 -1.646 -0.207 1.07 1.04 -4.14
H -1.086 -2.631 -0.348 0.20 0.27 -0.61
H -0.613 -1.912 -2.019 0.05 -0.10 1.04
H -0.337 1.571 1.164 0.69 0.09 -1.65
H 1.056 0.899 1.795 0.22 1.29 -1.91
H 1.074 2.624 1.171 0.00 -0.90 -0.33
H 2.309 1.355 -0.574 1.65 0.22 -0.29
H 0.720 0.874 -1.282 -0.05 0.76 0.10
H -1.976 1.229 -0.885 0.22 -0.46 0.07
H 0.132 -0.956 1.520 1.67 -2.50 -0.07
```
Forces are in eV/Å.

Output
- HOMO (alpha / beta) (eV) = -7.789 / -7.463
- energy relative to the best compared isomer or geometry (same formula, charge and spin) (kJ/mol) = 355.21
- lowest unoccupied orbital energy (alpha / beta) (eV) = 0.1 / 0.2

***

3.
This record from the Open Molecules 2025 dataset describes a molecular structure, C3H9N3O2. The level of theory is ωB97M-V with the def2-TZVPD basis set.

Structure (XYZ):
```
17
Properties=species:S:1:pos:R:3:forces:R:3
C 0.298 0.674 1.758 -0.02 -0.12 -0.17
C 0.547 -0.443 -0.448 -0.61 -0.53 0.16
N 1.152 -1.504 0.164 -0.18 0.78 -0.22
N 1.075 -0.060 -1.655 0.00 -0.13 -0.09
N 0.038 0.641 0.330 -0.60 0.08 -0.08
H 1.171 -0.814 -2.323 -0.07 0.03 0.00
H 1.894 -1.980 -0.324 -0.34 -0.23 0.27
H 0.627 -1.908 0.925 0.39 -0.28 -0.24
H 0.570 0.732 -2.036 0.17 -0.01 0.10
H 1.372 0.700 1.930 -0.04 -0.04 0.06
H -0.143 -0.173 2.306 0.06 0.03 0.03
H -0.134 1.592 2.154 0.02 -0.02 0.00
C -1.363 0.413 -0.094 0.29 0.54 0.46
O -1.719 1.453 -1.003 -0.09 -0.24 -0.19
O -1.249 -0.821 -0.659 1.01 0.26 -0.19
H -2.081 1.025 -1.790 -0.04 -0.11 0.17
H -2.055 0.473 0.763 0.07 0.00 -0.08
```
Forces are in eV/Å.

Output
- HOMO (eV) = -8.650
- energy relative to the best compared isomer or geometry (same formula, charge and spin) (kJ/mol) = 271.04
- lowest unoccupied orbital energy (eV) = 0.8

***

4.
This record from the Open Molecules 2025 dataset describes C26H40N4O4S2 in the gas phase. The level of theory is ωB97M-V with the def2-TZVPD basis set.

Structure (XYZ):
```
76
Properties=species:S:1:pos:R:3:forces:R:3
C 3.827 3.579 1.711 -0.11 -0.27 -0.02
C 3.406 2.142 1.414 -0.10 -0.05 0.06
C 2.828 1.981 0.003 0.18 0.04 0.06
C 3.907 2.093 -1.073 -0.67 0.26 -0.25
N 5.017 1.203 -0.838 0.08 -0.90 -0.59
S 5.047 -0.264 -1.598 0.20 0.14 -0.19
O 4.436 -0.081 -2.884 -0.29 0.04 0.20
O 6.397 -0.740 -1.530 -0.07 -0.09 0.36
C 4.031 -1.427 -0.675 0.33 0.35 -0.33
C 4.608 -2.224 0.296 0.12 -0.02 0.08
C 3.819 -3.154 0.945 -0.09 0.15 -0.11
C 2.466 -3.256 0.649 -0.20 -0.12 -0.12
C 1.866 -2.399 -0.287 0.84 -0.13 0.13
C 2.689 -1.510 -0.974 -0.19 -0.12 -0.10
N 0.479 -2.397 -0.497 -0.12 0.33 -0.14
C -0.180 -1.121 -0.696 -0.03 0.12 0.20
C -0.025 -0.246 0.560 -0.17 -0.06 -0.45
O 0.925 -0.360 1.311 0.19 -0.09 0.29
N -0.998 0.659 0.693 -0.16 0.19 -0.05
C -1.091 1.549 1.829 0.09 0.06 0.28
C -2.490 1.481 2.440 0.04 0.16 -0.31
C -3.569 1.907 1.439 0.03 -0.02 0.32
N -3.680 0.973 0.321 -0.32 0.16 -0.08
C -4.164 1.601 -0.899 0.21 -0.12 -0.26
C -4.053 0.627 -2.074 -0.41 0.17 -0.08
C -4.504 1.295 -3.369 0.19 -0.11 0.23
C -4.881 -0.621 -1.772 0.50 0.03 0.18
C -4.451 -1.242 -0.444 -0.37 0.01 0.04
C -5.336 -2.429 -0.077 0.26 0.18 -0.02
C -4.503 -0.181 0.655 0.19 -0.31 -0.10
C -0.326 -3.473 -0.267 -0.03 -0.49 -0.06
O -1.538 -3.401 -0.300 -0.24 -0.07 0.05
C 0.402 -4.766 0.001 0.24 -0.03 0.30
S 1.506 -4.511 1.421 -0.17 0.07 -0.10
C 5.601 1.284 0.479 0.28 -0.19 0.63
C 4.559 1.145 1.590 -0.07 0.15 -0.10
H 2.975 4.248 1.610 -0.06 0.13 -0.02
H 4.606 3.917 1.034 0.12 0.15 -0.06
H 4.203 3.657 2.729 0.07 0.07 0.10
H 2.618 1.866 2.124 0.05 -0.01 -0.05
H 2.060 2.735 -0.177 -0.08 0.02 -0.03
H 2.362 0.998 -0.055 -0.07 0.02 -0.03
H 3.512 1.839 -2.057 -0.05 0.26 0.05
H 4.299 3.115 -1.114 0.03 -0.07 -0.07
H 5.662 -2.134 0.498 0.15 -0.06 0.06
H 4.238 -3.815 1.688 0.11 -0.10 0.03
H 2.310 -0.878 -1.760 -0.16 0.06 -0.07
H 0.238 -0.595 -1.556 -0.06 -0.01 0.05
H -1.234 -1.334 -0.885 0.19 0.11 -0.04
H -1.878 0.606 0.168 0.19 -0.24 -0.03
H -0.880 2.574 1.501 0.02 0.00 0.13
H -0.330 1.253 2.555 -0.06 0.09 -0.09
H -2.533 2.145 3.304 -0.02 -0.02 0.06
H -2.679 0.464 2.786 -0.01 -0.04 0.10
H -4.533 2.015 1.961 0.00 0.05 -0.10
H -3.298 2.888 1.039 -0.05 0.01 0.00
H -3.552 2.485 -1.100 -0.05 0.02 0.02
H -5.212 1.928 -0.795 -0.02 0.04 -0.01
H -3.002 0.333 -2.174 0.02 0.01 0.04
H -4.418 0.602 -4.202 -0.02 -0.04 -0.13
H -3.893 2.169 -3.584 0.03 0.12 -0.09
H -5.542 1.612 -3.293 -0.14 0.05 -0.02
H -4.766 -1.349 -2.577 -0.06 -0.05 -0.07
H -5.938 -0.346 -1.717 -0.13 0.02 -0.02
H -3.423 -1.603 -0.533 0.03 0.04 0.01
H -4.998 -2.881 0.851 -0.01 -0.12 0.12
H -5.291 -3.184 -0.858 -0.04 -0.12 -0.06
H -6.372 -2.116 0.044 -0.14 0.02 0.01
H -4.135 -0.613 1.588 -0.06 0.00 0.03
H -5.552 0.127 0.814 0.01 0.02 0.03
H 1.007 -5.075 -0.854 -0.08 0.01 -0.02
H -0.313 -5.544 0.260 -0.01 0.12 -0.06
H 6.350 0.493 0.537 0.11 0.17 0.18
H 6.117 2.247 0.562 0.04 -0.09 -0.05
H 5.043 1.300 2.556 0.03 -0.05 0.06
H 4.143 0.136 1.576 0.04 -0.02 0.06
```
Forces are in eV/Å.

Output
- HOMO (eV) = -8.388
- energy relative to the best compared isomer or geometry (same formula, charge and spin) (kJ/mol) = 14.30
- SMILES = CC1CCN(S(=O)(=O)c2ccc3c(c2)N(CC(=O)NCCCN2C[C@H](C)C[C@H](C)C2)C(=O)CS3)CC1
- lowest unoccupied orbital energy (eV) = 0.6

***

Calculated values (eV) of total energy for the records, taken in order: -97288.959 -19722.480 -11821.250 -63434.021.
Calculated values (eV/A) of maximum force for the records, taken in order: 1.51 5.66 1.06 1.08.